(1)
The following is a DFT calculation (wB97M-V/def2-TZVPD) of a cluster of 2 separate species, C16H17NO in total.

Calculated values
- E_tot: -749.8344 Ha
- SMILES: Cc1c[nH]c2ccccc12.Cc1ccc(O)cc1

Each line ends with the natural charge from an NBO analysis.
Element x y z (Å)
C: -4.62637 -0.90576 1.00101  -0.64
C: -2.14417 -1.09354 1.70767  -0.01
C: -3.42508 -0.30875 1.61184  -0.09
C: -1.14896 -0.19075 2.18772  0.11
C: -3.18148 0.82477 2.27421  -0.04
C: -2.00624 -2.43142 1.43890  -0.23
C: -0.72272 -2.90735 1.71157  -0.22
C: 0.36919 -2.08008 2.06233  -0.23
C: 0.16250 -0.73419 2.22859  -0.24
N: -1.79164 1.00082 2.50161  -0.55
H: -2.72819 -3.08390 0.97746  0.22
H: -0.41790 -3.93736 1.63420  0.20
H: 1.30976 -2.63960 2.14310  0.22
H: -4.75489 -0.70655 -0.13220  0.23
H: -5.51030 -0.46888 1.48866  0.22
H: -3.82166 1.68777 2.33331  0.21
H: -1.35395 1.90449 2.47093  0.41
H: 1.00494 -0.05555 2.51097  0.21
H: -4.75650 -1.97723 1.20194  0.22
C: 3.32028 3.00846 -0.41600  -0.62
C: 3.37250 1.85690 -2.67970  -0.22
C: 2.82608 1.92621 -1.41927  -0.02
C: 2.81181 0.92476 -3.56434  -0.25
C: 1.83874 0.04719 -3.06618  0.26
C: 1.77518 1.18327 -0.93374  -0.22
C: 1.30316 0.17091 -1.79359  -0.22
O: 1.16100 -0.77846 -3.98619  -0.70
H: 4.24465 2.38923 -3.05960  0.22
H: 2.93631 0.76313 -4.61339  0.21
H: 3.12960 3.97968 -0.89928  0.21
H: 4.42422 2.92676 -0.31976  0.21
H: 1.31147 1.17476 0.03335  0.22
H: 1.80182 -1.24430 -4.53164  0.47
H: 0.58973 -0.55869 -1.44058  0.23
H: 2.76383 2.86791 0.52740  0.21

Atoms 1-6, force components in eV/Å:
C -1.86 0.58 -0.81
C -2.49 2.48 -0.32
C 1.97 -2.29 0.54
C -0.17 -2.18 -0.87
C 0.82 1.57 -1.42
C 2.54 -0.60 0.26

(2)
The following is a DFT calculation (wB97M-V/def2-TZVPD) of a structure of composition C16H17NO4S.

Calculated values
- E_tot: -1373.3525 Ha

Each line ends with the natural charge from an NBO analysis.
Element x y z (Å)
C: 6.35111 1.77375 -0.02588  -0.73
C: 5.44017 0.63972 -0.18622  0.70
O: 5.70314 -0.35957 -0.63649  -0.55
N: 4.11670 1.00051 0.26463  -0.68
C: 2.90961 0.11062 0.24472  0.22
C: 1.71529 0.82021 1.01409  -0.18
C: 0.48728 0.09841 1.26274  -0.23
C: 0.46639 -1.07406 0.55206  0.21
C: 1.53433 -1.68896 0.00277  -0.15
C: 2.81969 -1.07753 -0.04704  -0.28
H: 3.57702 -1.31326 -0.46347  0.22
H: 1.38875 -2.63436 -0.34912  0.24
O: -0.67796 -1.96403 0.70902  -0.67
S: -1.65113 -1.67372 -0.44685  2.30
O: -0.87757 -1.90488 -1.78714  -0.90
O: -2.75408 -2.76833 -0.11142  -0.92
C: -2.28340 -0.26487 -0.34294  -0.61
C: -1.96378 0.72600 -1.29954  -0.08
C: -2.26053 2.19815 -1.40546  -0.25
C: -3.22600 2.56450 -0.19378  0.13
C: -3.61643 1.60442 0.58199  -0.33
C: -3.25789 0.38240 0.81102  0.22
C: -3.52719 -0.56007 1.78580  -0.70
H: -4.01134 -1.52254 1.46296  0.30
H: -4.23499 -0.05605 2.17725  0.21
H: -2.55220 -0.96530 2.27146  0.26
H: -4.20150 1.75490 1.47485  0.21
C: -3.66444 4.08823 -0.30084  -0.63
H: -3.88990 4.23453 0.86817  0.22
H: -4.64611 3.94105 -0.67447  0.23
H: -3.01988 4.70742 -0.85086  0.23
H: -2.09335 2.75959 -2.23734  0.22
H: -1.24946 0.45619 -2.14283  0.24
H: -0.30563 0.58228 1.51070  0.21
H: 1.80393 1.86733 1.30084  0.20
H: 4.02687 2.18493 0.66720  0.41
H: 7.27764 1.42664 -0.67073  0.25
H: 5.96364 2.64161 -0.43790  0.23
H: 6.41521 2.13941 0.93676  0.24

Atoms 1-6, force components in eV/Å:
C 2.79 -1.56 -2.89
C -4.56 7.18 3.62
O 1.72 -7.51 -3.17
N -0.82 2.49 0.73
C -1.43 14.10 6.94
C 0.10 -2.54 -1.09

(3)
The following is a DFT calculation (wB97M-V/def2-TZVPD) of a structure of composition C16H18AsBrO8SSbTi.

Calculated values
- 2S+1: 2
- E_tot: -7520.2483 Ha

Each line ends with the natural charge from an NBO analysis.
Element x y z (Å)
Ti: -0.28560 0.28755 0.19183  1.60
O: -2.72225 -3.46433 -0.56903  -1.02
As: -2.53290 -1.93358 0.27242  2.43
O: -3.83782 -1.00171 0.10424  -1.09
O: -1.08035 -1.31879 -0.43666  -1.13
C: -2.02802 -2.59038 2.02585  -0.32
C: -2.45824 -3.87836 2.32200  -0.21
C: -2.21642 -4.44479 3.56711  -0.18
C: -1.54665 -3.72554 4.53934  -0.19
C: -1.11146 -2.43791 4.26348  -0.17
C: -1.34531 -1.87683 3.01786  -0.36
S: -0.66940 -0.25399 2.78401  2.40
O: -1.57536 0.44685 1.81681  -0.94
O: -0.50694 0.35837 4.05599  -0.90
O: 0.58183 -0.42728 1.97981  -0.96
H: -3.49578 -3.38354 -1.14216  0.51
H: -2.98474 -4.44636 1.56875  0.25
H: -2.56198 -5.44954 3.77046  0.22
H: -1.36324 -4.15625 5.51427  0.23
H: -0.59586 -1.85434 5.01326  0.25
Br: -2.15140 4.45209 -1.87199  0.12
C: -0.44496 4.89376 -1.19683  -0.04
C: -0.09672 6.23646 -1.25760  -0.25
C: 1.13897 6.66290 -0.80266  -0.16
C: 2.04669 5.75032 -0.28509  -0.23
C: 1.70270 4.41510 -0.22531  -0.15
C: 0.45738 3.96316 -0.67137  -0.16
C: 0.19874 2.51092 -0.52938  0.76
O: 1.13485 1.74434 -0.10423  -0.71
O: -0.92459 1.97965 -0.76590  -0.66
H: -0.80461 6.94359 -1.66588  0.23
H: 1.38961 7.71430 -0.85593  0.22
H: 3.01353 6.07823 0.07109  0.22
H: 2.38971 3.68502 0.17804  0.24
C: 2.96210 -0.57341 -3.77148  -0.98
Sb: 1.22492 -0.74800 -2.52793  1.03
C: 0.50640 -2.59401 -3.33081  -0.98
C: 2.27515 -1.66937 -0.88382  -0.99
H: 3.48245 -1.53077 -3.77453  0.22
H: 3.62559 0.19596 -3.37977  0.23
H: 2.68240 -0.31030 -4.79006  0.23
H: 1.31415 -3.32555 -3.33176  0.22
H: 0.14734 -2.45339 -4.34919  0.23
H: -0.31163 -2.95545 -2.70978  0.24
H: 3.00473 -2.36740 -1.29611  0.23
H: 1.57855 -2.22069 -0.25261  0.24
H: 2.79445 -0.92671 -0.27875  0.23

Atoms 1-6, force components in eV/Å:
Ti -0.49 -0.67 -0.28
O 0.04 0.04 0.00
As 0.20 -0.03 -0.07
O -0.11 -0.03 0.03
O 0.16 0.38 0.36
C -0.05 0.00 0.00